10 unconnected molecules or ions with the total composition C44H100N6O14 in a non-equilibrium geometry. Source: OMol25; level of theory: ωB97M-V/def2-TZVPD.

## Properties
charge	+2
orbital gap	3.20	eV
2S+1	1
molecular weight	937.3	g mol⁻¹
total energy	-84830.6802	eV

Geometry as XYZ:
```
164
Properties=species:S:1:pos:R:3:mulliken_charge:R:1
C 10.55333 -19.69487 -6.31846 -0.374
C 9.69757 -19.82985 -5.11659 0.195
O 10.13310 -19.85697 -3.96564 -0.411
N 8.18663 -19.92205 -5.45161 -0.101
H 8.08947 -19.09261 -6.01964 0.419
H 7.96728 -20.75507 -5.97892 0.368
C 7.36117 -19.89949 -4.14722 -0.698
H 10.62904 -20.58884 -6.93749 0.243
H 11.56835 -19.42575 -6.02620 -0.193
H 10.14378 -18.91879 -6.96503 0.629
H 7.47029 -20.89639 -3.72016 0.189
H 6.33093 -19.74515 -4.46798 0.404
H 7.58710 -19.06838 -3.47916 0.350
C 14.86801 -20.18500 -7.30468 1.043
C 14.42744 -21.43947 -6.60348 -0.440
O 13.38340 -21.95029 -6.67695 -0.494
N 15.47490 -22.24913 -5.78283 1.775
H 15.43615 -23.24977 -5.91450 -0.050
H 16.37070 -22.11944 -6.23095 -0.489
C 15.45602 -21.83973 -4.28276 0.612
H 15.52457 -20.26206 -8.17134 -0.214
H 15.48487 -19.62840 -6.59914 -0.633
H 13.95881 -19.65828 -7.59454 0.435
H 16.39716 -22.20135 -3.86851 0.449
H 14.57202 -22.26581 -3.80833 -0.798
H 15.44820 -20.75001 -4.30618 -0.076
C 15.38652 -22.65955 -10.42325 -0.460
C 14.98928 -24.17983 -10.63155 -1.181
C 14.33254 -24.79219 -9.46543 1.095
C 14.05852 -26.32699 -9.55410 -1.065
N 12.91083 -26.79655 -8.64209 0.355
C 13.11351 -26.39939 -7.15793 -0.856
C 12.29626 -27.40752 -6.30135 0.278
C 12.26899 -28.70101 -7.16486 -0.882
C 12.88757 -28.32383 -8.56138 -0.592
C 11.49042 -26.26294 -9.07113 -0.845
H 15.85683 -22.26320 -11.32314 0.370
H 16.16480 -22.68333 -9.66049 -0.092
H 14.54563 -22.06153 -10.07198 0.061
H 15.81408 -24.84988 -10.87410 0.425
H 14.41126 -24.26135 -11.55206 0.495
H 13.43766 -24.23695 -9.18435 0.071
H 14.92603 -24.58967 -8.57388 -0.523
H 14.90278 -26.94268 -9.24385 0.466
H 13.84472 -26.69109 -10.55900 0.345
H 12.80004 -25.35717 -7.09796 0.662
H 14.17079 -26.47263 -6.90318 -0.008
H 11.30617 -26.99513 -6.10706 -0.659
H 12.81648 -27.46479 -5.34522 0.759
H 11.25174 -29.03268 -7.37292 0.292
H 12.71598 -29.50609 -6.58164 0.445
H 12.33829 -28.70232 -9.42343 0.492
H 13.95163 -28.53346 -8.45214 0.364
H 11.48872 -25.17352 -9.03559 0.267
H 10.66905 -26.62781 -8.45442 0.358
H 11.36201 -26.64043 -10.08557 0.340
C 11.40941 -19.55928 -9.74442 -0.990
C 11.53152 -19.21998 -11.18547 -1.053
C 12.94031 -18.60818 -11.54236 0.117
C 13.07463 -18.12516 -13.05406 -1.116
N 14.52700 -17.99738 -13.59776 0.471
C 14.50591 -17.38829 -15.03460 -0.575
C 15.69406 -16.48486 -15.19807 -0.678
C 16.07389 -16.06340 -13.78624 -0.502
C 15.33366 -16.96358 -12.82715 -0.412
C 15.12164 -19.41141 -13.59697 -1.016
H 11.42737 -18.67417 -9.10854 0.336
H 12.17209 -20.20793 -9.31352 0.165
H 10.53580 -20.15751 -9.48551 0.496
H 10.71061 -18.55349 -11.45004 0.377
H 11.23116 -20.09344 -11.76422 0.476
H 13.74142 -19.26213 -11.19788 0.062
H 12.96969 -17.73118 -10.89574 0.358
H 12.62518 -17.13364 -13.10847 0.482
H 12.67607 -18.89603 -13.71361 0.437
H 14.36588 -18.12756 -15.82325 0.410
H 13.72354 -16.62936 -15.04055 0.334
H 16.41136 -17.01482 -15.82474 0.328
H 15.44787 -15.57637 -15.74773 0.368
H 17.14101 -16.23676 -13.64725 0.306
H 15.83596 -15.00257 -13.70787 0.369
H 16.01404 -17.60114 -12.26263 0.169
H 14.61234 -16.58272 -12.10414 0.245
H 15.42370 -19.77927 -12.61639 0.328
H 16.01443 -19.42226 -14.22221 0.459
H 14.33995 -20.07208 -13.97191 0.319
C 8.80653 -28.01250 -5.18763 -0.740
O 8.28370 -26.88718 -4.59348 -0.435
C 8.97465 -25.64284 -4.90453 -0.472
C 8.24988 -24.41592 -4.33589 -0.298
N 8.02947 -24.58820 -2.81403 -0.185
H 7.63836 -23.74757 -2.41345 0.372
H 7.21708 -25.18793 -2.79274 0.388
C 9.20694 -25.08302 -1.93052 -0.896
C 10.41288 -24.10135 -1.75148 -0.449
O 10.67340 -23.77163 -3.11212 -0.147
C 11.65397 -22.73336 -3.23287 -0.755
H 8.44176 -28.92458 -4.71523 0.394
H 9.85791 -28.11453 -4.91876 0.291
H 8.72377 -28.01399 -6.27449 0.291
H 9.12461 -25.40012 -5.95653 0.417
H 10.01449 -25.81483 -4.62659 0.478
H 7.36414 -24.12331 -4.89976 0.621
H 8.83019 -23.49855 -4.43471 -0.175
H 9.47125 -26.02703 -2.40705 0.278
H 8.78713 -25.36988 -0.96638 0.542
H 11.26173 -24.55159 -1.23685 0.426
H 9.97105 -23.32208 -1.13051 0.374
H 11.54996 -21.92400 -2.51021 0.369
H 11.39260 -22.34727 -4.21812 -0.168
H 12.66748 -23.12846 -3.16379 0.313
C 16.37046 -19.06282 -1.83588 -1.159
O 16.71720 -18.47299 -3.07402 -0.245
C 17.97090 -18.90361 -3.59027 -0.151
C 18.37580 -17.76151 -4.63413 -0.959
N 17.48478 -17.83544 -5.88881 0.893
H 17.65730 -18.73132 -6.32209 -0.426
H 16.50953 -17.69067 -5.66963 -0.228
C 17.77007 -16.75928 -7.00071 -0.959
C 16.80882 -16.95432 -8.24224 -0.752
O 16.74023 -18.32120 -8.72806 0.584
C 17.95166 -18.84578 -9.32656 -0.981
H 15.33681 -18.85658 -1.55817 0.275
H 16.93946 -18.61755 -1.01974 0.466
H 16.47215 -20.13901 -1.69598 0.501
H 17.80070 -19.85927 -4.08610 -0.037
H 18.75640 -18.97437 -2.83788 0.532
H 19.37176 -17.86684 -5.06430 0.521
H 18.31524 -16.74415 -4.24756 0.540
H 18.80821 -16.77832 -7.33237 0.424
H 17.46829 -15.81232 -6.55315 0.482
H 17.10691 -16.30931 -9.06880 0.477
H 15.81918 -16.69886 -7.86349 0.361
H 18.15025 -18.26994 -10.23049 0.327
H 17.73362 -19.86807 -9.63556 0.189
H 18.85057 -18.77290 -8.71438 0.264
C 14.54059 -22.13816 -0.36444 -0.765
C 15.28232 -23.20618 -1.09810 0.659
O 14.68912 -24.27118 -1.39769 -0.701
O 16.46965 -22.86281 -1.40590 -0.701
H 14.40417 -21.20492 -0.91084 -0.026
H 15.12979 -21.84810 0.50552 0.357
H 13.55302 -22.28371 0.07331 0.328
C 17.54583 -24.58167 -7.64660 -0.413
C 17.19372 -25.28494 -6.40829 0.720
O 16.07262 -25.01331 -5.85612 -0.717
O 17.95897 -26.08443 -5.82683 -0.775
H 17.09748 -25.21761 -8.40992 0.225
H 18.58979 -24.67395 -7.94611 0.439
H 17.21572 -23.56009 -7.83498 -0.377
C 13.57848 -18.22570 -4.03533 1.387
C 14.07309 -16.97203 -4.69614 0.294
O 14.70891 -17.10170 -5.78165 -0.631
O 13.81151 -15.88417 -4.13863 -0.774
H 14.29355 -18.54257 -3.27613 -0.895
H 13.52885 -19.05346 -4.74276 -0.809
H 12.58190 -18.09091 -3.61489 0.415
C 19.67132 -22.31187 -5.85853 -0.934
C 19.08817 -21.05562 -6.46439 0.119
O 17.87579 -21.04898 -6.69584 -0.003
O 19.89943 -20.08668 -6.64715 -0.759
H 19.06758 -22.43067 -4.95881 0.135
H 20.62472 -22.28817 -5.33073 0.358
H 19.39886 -23.14569 -6.50554 0.085
```

10 unconnected molecules or ions with the total composition C44H100N9O18P in a non-equilibrium geometry. Source: OMol25; level of theory: ωB97M-V/def2-TZVPD.

## Properties
orbital gap	7.97	eV
2S+1	1
molecular weight	1074.3	g mol⁻¹
relative energy (zero: lowest compared OMol25 entry of this formula, charge and spin)	0.0	kJ/mol
total energy	-106787.6206	eV

Geometry as XYZ:
```
172
Properties=species:S:1:pos:R:3:mulliken_charge:R:1
C -4.69886 1.68383 0.49539 0.287
O -4.88126 1.74337 1.92581 -0.418
P -3.61999 1.69667 2.88616 -0.423
O -2.39935 1.03655 2.39744 1.054
O -4.22507 1.04920 4.13990 -0.349
C -4.48393 -0.38089 4.07110 -0.448
O -3.43714 3.22399 3.09105 -0.292
C -2.25001 3.62690 3.88735 -0.338
H -5.16889 2.61362 0.09297 0.271
H -5.18670 0.77896 0.12855 0.226
H -3.69130 1.76601 0.22801 -0.483
H -3.47902 -0.84530 4.05517 0.107
H -4.96644 -0.64814 3.14595 0.234
H -4.94798 -0.61169 5.05295 0.269
H -1.43062 2.95640 3.85613 -0.135
H -2.69377 3.80525 4.91272 0.261
H -1.94391 4.61802 3.48914 0.262
C 2.99105 -3.52095 -0.75748 -1.801
C 3.01987 -4.13061 0.66605 1.908
C 1.67231 -3.83927 1.33504 -0.596
C 1.39256 -4.70593 2.56047 -0.789
C 1.44239 -6.15575 2.12447 -1.370
C 2.82323 -6.51719 1.47512 1.460
N 3.10542 -5.58700 0.40475 0.201
O 4.38397 -5.88094 -0.26950 -0.529
C 3.94619 -6.54047 2.50867 -1.521
C 2.67739 -7.95820 0.78033 -1.784
C 4.11958 -3.48377 1.43589 -0.636
H 3.98006 -3.30890 -1.18506 0.279
H 2.49067 -2.55304 -0.79327 0.167
H 2.37648 -4.10093 -1.42678 0.563
H 1.51948 -2.77031 1.46376 -0.604
H 0.92828 -4.02989 0.56096 0.493
H 0.44800 -4.47607 2.99355 0.621
H 2.08889 -4.54356 3.39961 0.408
H 0.61431 -6.32073 1.35045 0.225
H 1.17161 -6.89441 2.85213 0.580
H 4.01071 -5.56718 3.08370 0.271
H 3.69641 -7.33079 3.28413 0.365
H 4.90827 -6.70879 1.96160 0.323
H 1.71743 -7.95074 0.11223 0.304
H 3.62753 -8.28573 0.31584 0.512
H 2.39262 -8.70048 1.54043 0.404
H 4.11442 -3.74052 2.52388 0.136
H 3.95014 -2.41374 1.30879 -0.293
H 5.16070 -3.70695 1.12394 0.339
H 4.10909 -6.57308 -0.87770 0.365
C 3.25856 1.45254 -4.01025 -1.895
C 3.54673 2.21789 -2.71725 2.416
C 2.54882 1.82333 -1.65643 -0.278
C 2.88637 0.54948 -0.94723 1.063
C 4.31117 0.51614 -0.58316 -1.041
C 5.32199 0.72028 -1.68263 2.288
N 4.88403 2.06162 -2.22118 0.156
O 5.78284 2.40657 -3.27303 -0.488
C 6.74757 0.90108 -1.13880 -2.164
C 5.33876 -0.45742 -2.65273 -1.728
C 3.39033 3.69386 -3.03353 -2.049
H 2.86383 0.47621 -3.70583 0.187
H 4.17440 1.46415 -4.66387 0.296
H 2.50894 1.99069 -4.54606 0.622
H 2.58136 2.56245 -0.81450 -0.033
H 1.52682 1.81053 -2.00146 -0.333
H 2.66196 -0.33132 -1.54029 0.459
H 2.27482 0.43163 -0.00895 -1.347
H 4.49756 -0.43444 -0.03750 -0.202
H 4.39340 1.29836 0.17791 0.062
H 7.02558 -0.02393 -0.61932 0.375
H 7.41280 1.04305 -1.97470 0.538
H 6.83750 1.79649 -0.44822 0.345
H 5.90239 -1.34457 -2.33720 0.416
H 4.34873 -0.79292 -2.94725 0.242
H 5.92380 -0.20822 -3.59992 0.345
H 3.75528 4.25959 -2.16142 0.475
H 2.33547 3.94788 -3.23468 0.218
H 3.99810 3.86983 -3.96429 0.506
H 6.21186 3.17401 -2.87324 0.380
C 1.89741 2.04995 2.03753 -2.042
C 2.32643 1.13643 3.19712 1.715
C 3.45067 1.81530 3.98738 -1.037
C 3.77630 1.15550 5.22937 -0.635
C 2.49009 1.04051 6.10173 -1.232
C 1.26279 0.39938 5.37492 1.583
N 1.15234 1.01597 4.10051 0.331
O 0.12180 0.26028 3.43918 0.606
C 1.50624 -1.11460 5.39958 -1.835
C -0.07089 0.69951 6.06408 -1.685
C 2.75905 -0.17937 2.62093 -1.552
H 1.51616 3.04854 2.26299 0.594
H 1.07954 1.53345 1.46023 -0.251
H 2.77347 2.19373 1.41288 0.554
H 4.30484 1.81996 3.30371 0.371
H 3.16504 2.88999 4.13610 0.346
H 4.61786 1.52847 5.78796 0.505
H 4.13370 0.14379 4.95195 0.218
H 2.22163 2.09005 6.38585 0.338
H 2.66708 0.49890 7.05150 0.400
H 0.91524 -1.58852 4.62540 0.199
H 2.56165 -1.36529 5.23396 0.373
H 1.19388 -1.51055 6.36331 0.548
H -0.36188 1.71300 5.83869 0.344
H -0.89901 -0.01149 5.67219 0.127
H -0.04648 0.59176 7.11524 0.531
H 2.02616 -0.38592 1.90758 -0.532
H 2.87048 -0.94537 3.31355 0.778
H 3.74021 -0.06186 2.15018 0.590
H -0.46064 0.91487 3.03552 -0.235
C -4.34365 2.64567 -3.48688 -1.433
C -3.25376 3.69584 -3.22924 1.761
C -3.88111 4.97450 -2.80135 -1.285
C -2.89116 5.99282 -2.39502 -0.847
C -2.08937 5.46514 -1.22895 -1.376
C -1.34651 4.13395 -1.52551 2.604
N -2.44539 3.19756 -2.01997 -0.094
O -1.84616 2.04288 -2.48000 0.607
C -0.18039 4.20996 -2.47657 -2.069
C -0.85655 3.63113 -0.16024 -1.512
C -2.44171 3.78242 -4.60355 -1.390
H -4.88442 2.36549 -2.52964 -0.100
H -3.88082 1.68658 -3.81146 -0.064
H -5.04931 2.96393 -4.18676 0.735
H -4.56816 5.38187 -3.53024 0.471
H -4.43578 4.82386 -1.86137 0.079
H -3.39293 6.90276 -2.07732 0.514
H -2.22411 6.20750 -3.24800 0.293
H -2.81018 5.16776 -0.43138 0.299
H -1.46214 6.27844 -0.79868 0.344
H -0.23283 5.03830 -3.14704 0.420
H 0.76175 4.33274 -1.86337 0.514
H 0.00370 3.29753 -3.00480 0.451
H -0.28049 4.41627 0.45140 0.589
H -1.67072 3.25250 0.43506 -0.032
H -0.10387 2.84076 -0.31809 -0.248
H -1.91170 4.72481 -4.70033 0.332
H -3.17879 3.70090 -5.43074 0.491
H -1.85776 2.87737 -4.75401 0.066
H -1.99330 1.43230 -1.73488 0.027
C -5.20210 -1.31281 -3.16705 -0.526
N -4.81656 -2.45229 -4.01436 1.198
O -4.51478 -2.15811 -5.16412 -0.639
O -5.00075 -3.59804 -3.64233 -0.635
H -5.11336 -0.43034 -3.79334 0.211
H -4.44823 -1.28356 -2.36008 -0.008
H -6.15490 -1.52335 -2.75213 0.381
C -1.40129 -1.35387 0.65127 -0.748
N -2.70553 -0.91450 -0.02514 0.585
O -2.69629 -0.21190 -1.02603 -0.088
O -3.67305 -1.57698 0.29479 -0.588
H -0.85704 -0.44456 0.90399 -0.372
H -0.96142 -2.02168 -0.07969 0.684
H -1.76063 -1.89058 1.51444 0.353
C -3.29761 -4.63157 -0.68947 -0.677
N -2.64252 -5.36367 0.39347 0.891
O -2.75774 -6.58762 0.40265 -0.576
O -1.94330 -4.73602 1.15177 -0.449
H -3.54126 -5.40989 -1.39014 0.413
H -2.52837 -4.01510 -1.14818 0.191
H -4.09944 -3.99588 -0.36368 0.225
C -8.90534 0.99230 -3.96391 -0.698
N -8.06734 1.46002 -2.78475 0.911
O -7.60308 2.55841 -2.80478 -0.508
O -7.84003 0.61571 -1.92921 -0.530
H -8.22101 0.39056 -4.51463 0.268
H -9.28710 1.91960 -4.42631 0.279
H -9.66221 0.33641 -3.49560 0.299
C -1.70965 -0.49293 -4.33936 -0.688
N -1.28838 -1.30673 -3.25951 1.139
O -2.13152 -2.16980 -2.92680 -0.552
O -0.22852 -1.16200 -2.70628 -0.537
H -2.08415 0.44042 -3.88124 0.026
H -2.53800 -0.96996 -4.78083 0.339
H -0.88763 -0.23134 -4.99043 0.343
```

no.,lowest unoccupied orbital energy (eV)
1,-6.043
2,-0.160